# C32H28BrN2O3PrS2

A structure of composition C32H28BrN2O3PrS2 at a distorted geometry (ωB97M-V with the def2-TZVPD basis set, OMol25).

The calculation puts the frontier orbital gap (alpha / beta) at 6.880 / 6.891 eV. As for the maximum force: 2.2 eV/Å. For the highest occupied orbital energy (alpha / beta), the calculation gives -12.97 / -12.98 eV. As for the charge: +2. As for the spin multiplicity: 3. The energy is -148531.513 eV.

Last column: Mulliken spin population.
Element x y z (Å)
Pr1 -0.07 0.23 -0.32  1.990
Br1 -5.09 -0.72 5.36  0.000
C1 -3.74 -0.16 4.15  -0.001
C2 -3.57 1.21 3.87  0.001
C3 -2.67 1.59 2.91  -0.001
C4 -1.90 0.66 2.17  -0.001
O1 -1.14 1.12 1.22  0.002
C5 -2.00 -0.73 2.54  0.003
C6 -1.21 -1.78 2.00  0.000
N1 -0.40 -1.69 0.97  -0.010
C7 0.19 -2.83 0.40  -0.005
C8 -0.21 -4.14 0.63  -0.001
C9 0.35 -5.21 -0.07  0.000
C10 1.33 -5.02 -1.00  0.000
C11 1.81 -3.72 -1.25  -0.001
C12 2.89 -3.48 -2.12  0.000
C13 3.37 -2.20 -2.28  0.000
C14 2.73 -1.16 -1.60  0.000
N2 1.69 -1.33 -0.79  0.007
C15 1.24 -2.61 -0.57  0.003
C16 -2.94 -1.09 3.54  0.002
H1 -4.14 1.94 4.41  0.000
H2 -2.51 2.63 2.68  0.000
H3 -1.32 -2.74 2.51  0.000
H4 -0.98 -4.36 1.35  0.000
H5 -0.01 -6.21 0.14  0.000
H6 1.75 -5.84 -1.54  0.000
H7 3.34 -4.31 -2.65  0.000
H8 4.22 -2.00 -2.90  0.000
H9 3.10 -0.14 -1.71  -0.001
H10 -3.04 -2.13 3.82  0.000
O2 0.64 1.98 -1.46  0.002
S1 -0.11 2.77 -2.52  0.000
C17 -1.83 2.78 -1.80  -0.001
C18 -3.00 2.64 -2.77  0.000
C19 -3.52 1.20 -2.92  0.000
C20 -4.25 0.67 -1.68  0.001
S2 -3.41 -0.82 -0.97  0.000
O3 -1.93 -0.51 -1.23  0.012
C21 -3.80 -2.01 -2.26  0.000
C22 -5.08 -2.52 -2.37  0.000
C23 -5.36 -3.46 -3.35  0.000
C24 -4.36 -3.88 -4.20  0.000
C25 -3.07 -3.39 -4.08  0.000
C26 -2.79 -2.45 -3.10  0.000
C27 -0.26 1.57 -3.87  -0.003
C28 0.01 0.23 -3.65  0.006
C29 0.06 -0.65 -4.72  0.000
C30 -0.19 -0.19 -6.00  0.000
C31 -0.47 1.15 -6.22  0.000
C32 -0.49 2.04 -5.16  0.000
H11 -1.87 3.75 -1.31  0.000
H12 -1.83 1.99 -1.02  0.002
H13 -2.72 3.01 -3.75  0.000
H14 -3.82 3.27 -2.42  0.000
H15 -2.68 0.54 -3.15  0.000
H16 -4.20 1.17 -3.77  0.000
H17 -5.26 0.36 -1.91  0.000
H18 -4.28 1.40 -0.87  0.000
H19 -5.86 -2.19 -1.69  0.000
H20 -6.36 -3.86 -3.43  0.000
H21 -4.58 -4.62 -4.97  0.000
H22 -2.29 -3.73 -4.74  0.000
H23 -1.78 -2.07 -2.96  0.000
H24 0.20 -0.14 -2.63  -0.003
H25 0.29 -1.70 -4.55  0.000
H26 -0.16 -0.88 -6.84  0.000
H27 -0.66 1.51 -7.22  0.000
H28 -0.67 3.09 -5.34  0.000